{"formula": "C11H34O10", "method": "ωB97M-V/def2-TZVPD", "e_above_lowest_kcal_mol": 59.7, "orbital_gap_ev": 9.987, "energy_ha": -1191.7420, "smiles": "CC(C)O.OCCO.OCCO.OCCO.OCCO.O", "total_charge": 0, "elements": ["O", "H", "H", "C", "C", "O", "O", "H", "H", "H", "H", "H", "H", "C", "C", "O", "O", "H", "H", "H", "H", "H", "H", "C", "C", "O", "O", "H", "H", "H", "H", "H", "H", "C", "C", "O", "O", "H", "H", "H", "H", "H", "H", "C", "C", "C", "O", "H", "H", "H", "H", "H", "H", "H", "H"], "xyz": [[0.825511, 0.726329, 0.370481], [1.213549, -0.031020, 0.808752], [-0.027375, 0.835976, 0.790943], [3.038399, -4.834036, 0.872395], [3.741946, -3.918592, 1.905512], [2.782987, -2.959698, 2.476113], [2.258380, -5.701193, 1.521709], [3.811290, -5.334856, 0.289384], [2.385584, -4.236933, 0.235693], [4.561993, -3.388856, 1.420734], [4.228237, -4.485079, 2.699685], [3.235488, -2.146337, 2.711252], [1.631640, -6.113822, 0.922933], [5.421634, 4.052630, -1.246201], [5.767682, 3.187901, -2.442811], [7.071315, 3.310050, -2.925355], [6.307915, 3.730635, -0.115045], [4.395719, 3.931088, -0.898613], [5.595193, 5.058693, -1.628047], [5.159473, 3.430203, -3.314284], [5.544511, 2.131526, -2.293308], [7.353558, 4.227385, -2.904646], [7.075517, 4.293533, -0.239635], [-2.303528, -4.743337, 4.078279], [-2.387830, -6.254174, 4.470791], [-2.863922, -6.285553, 5.831243], [-1.333852, -4.208421, 4.970536], [-3.257430, -4.235496, 4.220661], [-1.929277, -4.628274, 3.061034], [-1.502856, -6.887589, 4.531506], [-2.989084, -6.822899, 3.761457], [-3.741056, -5.897877, 5.875173], [-0.574301, -3.979620, 4.429849], [-0.584213, 5.416282, -3.032130], [-1.195366, 6.420500, -4.038456], [-1.644955, 7.626293, -3.491278], [-0.336782, 4.136292, -3.598526], [-1.319277, 5.244409, -2.245841], [0.354079, 5.810796, -2.642178], [-2.096283, 5.987870, -4.473509], [-0.527620, 6.489348, -4.897218], [-2.442622, 7.455281, -2.985233], [-0.366860, 3.485101, -2.893800], [-4.120167, -0.901385, -1.288121], [-4.707586, 0.482784, -1.058035], [-6.217616, 0.346584, -0.748470], [-4.155830, 1.163685, 0.087039], [-3.036933, -0.789937, -1.335834], [-4.709107, -1.454191, -2.020006], [-4.304654, -1.501248, -0.396917], [-4.601236, 1.085938, -1.959694], [-6.319584, -0.468472, -0.031953], [-6.644799, -0.067351, -1.661865], [-6.809864, 1.190124, -0.393815], [-4.709735, 1.019010, 0.857668]], "forces_ev_per_angstrom": [[0.0992, 0.1519, -0.1941], [0.1354, -0.2292, 0.0900], [-0.2640, 0.0624, 0.0904], [1.5315, 2.5334, -0.2272], [-0.6174, 0.7829, -0.2762], [0.4701, -1.0094, -0.5993], [-1.9423, -2.5802, 1.9413], [0.2516, 0.0351, -0.2865], [0.5004, 0.5584, -0.4174], [-0.1195, 0.1997, -0.2873], [-0.3755, -0.3371, 0.1166], [0.2188, -0.1132, -0.0016], [0.0364, -0.0338, 0.0417], [1.3729, -0.7371, 0.3061], [-1.2814, -0.5295, -0.8560], [1.2940, -0.2134, 0.4775], [-1.0010, 0.6802, -1.0872], [0.0860, -0.0098, -0.1912], [-0.1677, 0.4988, 0.5829], [-0.8703, 0.4115, 0.2266], [0.4324, -0.0801, 0.4277], [-0.0761, 0.1335, -0.0708], [0.2012, -0.1624, 0.1873], [1.7367, -1.8956, 0.4587], [-1.1077, 0.5628, 0.6130], [-0.0629, -0.5449, -0.5419], [0.0101, 0.8063, -0.1666], [-0.1042, -0.1592, -0.0612], [-0.4118, 0.0252, -0.2613], [0.6988, 0.9808, -0.2359], [-0.7914, 0.0878, 0.0373], [-0.0942, 0.0413, -0.0758], [0.1718, 0.0979, 0.2197], [-0.4416, 0.1396, 0.2139], [-0.9014, -2.0639, -0.5325], [1.0113, 0.8746, 0.3512], [-0.0162, 0.1737, -0.7884], [0.0710, 0.5136, 0.4284], [-0.0729, 0.2385, 0.2833], [0.0563, -0.7787, -0.1378], [0.2382, 0.9264, 0.2290], [0.0250, -0.0715, -0.0152], [0.0386, 0.0297, -0.0159], [-0.2932, 0.3488, 1.4009], [-2.0163, 0.3618, 1.4698], [0.2923, -1.2878, -0.9872], [1.0797, 0.0375, -0.7969], [-0.0672, -0.4748, -0.8640], [0.7789, 0.2439, -0.7418], [0.0760, 0.0903, 0.4110], [0.4006, 0.3493, 0.2400], [-0.0683, 0.0219, 0.3308], [-0.5470, 0.1959, -0.0435], [0.5094, 0.2946, -0.2563], [-0.1131, -0.1785, -0.1581]], "nbo_charge": [-0.94, 0.47, 0.47, -0.07, -0.08, -0.74, -0.71, 0.15, 0.16, 0.17, 0.18, 0.47, 0.47, -0.10, -0.09, -0.71, -0.72, 0.20, 0.15, 0.16, 0.18, 0.46, 0.46, -0.09, -0.09, -0.71, -0.72, 0.17, 0.17, 0.19, 0.15, 0.46, 0.47, -0.08, -0.08, -0.71, -0.73, 0.15, 0.16, 0.16, 0.18, 0.47, 0.48, -0.64, 0.11, -0.64, -0.73, 0.23, 0.22, 0.20, 0.17, 0.20, 0.21, 0.22, 0.47]}